(1)
Molecular formula: C4H9FNPS
Method: DFT, ωB97M-V/def2-TZVPD

HOMO-LUMO gap ... 9.063 eV
E ... -1051.89790 Ha
ΔE to the lowest compared entry with this formula, charge and spin ... 31.74 kcal/mol
HOMO energy ... -8.610 eV

Geometry as XYZ:
```
17
Properties=species:S:1:pos:R:3:mulliken_charge:R:1
C 2.53 -1.56 1.09 -0.523
C 2.00 -0.94 0.08 -0.085
P 1.35 0.66 0.55 0.069
F 2.01 1.57 -0.63 -0.316
N -0.34 0.54 -0.08 0.116
C -0.50 0.44 -1.47 -1.218
C -1.54 0.92 0.52 -0.814
S -3.50 -0.14 0.16 -0.249
H 3.06 -2.55 0.92 0.214
H 2.33 -1.27 2.11 0.266
H 2.00 -1.42 -0.88 0.345
H -1.46 0.98 -1.72 0.445
H 0.16 0.93 -2.10 0.385
H -0.78 -0.57 -1.69 0.386
H -1.58 0.82 1.65 0.395
H -2.00 1.77 0.08 0.487
H -3.73 -0.19 1.43 0.095
```

(2)
Molecular formula: C17H11Cl44NO4
Method: DFT, ωB97M-V/def2-TZVPD

HOMO-LUMO gap ... 10.018 eV
E ... -21258.39674 Ha
HOMO energy ... -9.981 eV

Geometry as XYZ:
```
77
Properties=species:S:1:pos:R:3:mulliken_charge:R:1
C -0.06 -4.28 -1.80 -1.155
C 1.02 -4.65 -2.81 -0.147
C 1.48 -3.43 -3.59 0.440
O 0.73 -2.56 -3.93 -0.596
O 2.81 -3.32 -3.84 -0.160
C 3.41 -4.39 -4.55 -0.477
C 4.79 -4.70 -3.96 -0.654
N 5.48 -3.45 -3.57 0.116
C 5.93 -3.48 -2.23 0.210
O 7.05 -3.74 -1.89 -0.547
O 4.92 -3.22 -1.34 -0.383
H -0.88 -3.81 -2.32 0.130
H -0.46 -5.20 -1.37 0.386
H 0.31 -3.64 -1.01 0.370
H 1.86 -5.18 -2.36 0.276
H 0.57 -5.33 -3.54 0.310
H 2.80 -5.30 -4.49 0.437
H 3.52 -4.12 -5.60 0.279
H 4.63 -5.31 -3.07 0.295
H 5.40 -5.24 -4.69 0.354
H 6.31 -3.33 -4.14 0.230
H 4.70 -2.28 -1.42 0.314
Cl -1.89 -0.40 -2.47 -0.074
C -3.08 -1.45 -1.71 0.320
Cl -4.48 -0.50 -1.21 -0.041
Cl -3.59 -2.69 -2.87 -0.131
Cl -2.36 -2.22 -0.30 -0.105
Cl 6.75 -2.13 1.01 0.005
C 8.38 -2.12 1.72 0.280
Cl 9.05 -0.49 1.69 -0.087
Cl 8.28 -2.69 3.39 -0.073
Cl 9.42 -3.19 0.78 -0.091
Cl -5.08 4.61 0.77 -0.074
C -4.59 3.01 1.33 0.344
Cl -3.14 2.50 0.45 -0.095
Cl -4.23 3.07 3.06 -0.112
Cl -5.90 1.86 1.05 -0.044
Cl 6.24 3.80 0.97 -0.071
C 6.20 2.62 2.28 0.177
Cl 6.10 0.99 1.62 0.082
Cl 7.68 2.77 3.25 -0.097
Cl 4.80 2.93 3.31 -0.087
Cl 4.08 -0.77 7.29 -0.111
C 5.20 -1.54 6.17 0.262
Cl 4.63 -3.17 5.79 -0.099
Cl 5.30 -0.60 4.68 0.042
Cl 6.80 -1.64 6.91 -0.097
Cl -9.92 0.31 1.49 -0.021
C -10.05 1.46 2.82 0.318
Cl -11.01 2.85 2.30 -0.120
Cl -10.81 0.69 4.21 -0.103
Cl -8.43 2.00 3.26 -0.069
Cl 7.42 8.38 1.08 -0.103
C 6.36 8.05 2.46 0.302
Cl 6.66 9.24 3.73 -0.103
Cl 4.68 8.14 1.95 -0.090
Cl 6.70 6.43 3.07 -0.014
Cl -3.88 7.98 -1.60 -0.106
C -2.29 7.50 -1.00 0.311
Cl -1.90 8.44 0.45 -0.100
Cl -2.31 5.78 -0.60 -0.008
Cl -1.07 7.81 -2.24 -0.102
Cl 5.72 1.98 -5.11 -0.112
C 5.89 0.34 -4.48 0.305
Cl 7.27 -0.44 -5.27 -0.120
Cl 6.18 0.40 -2.74 -0.071
Cl 4.44 -0.59 -4.80 -0.034
Cl -9.90 -3.77 -2.71 -0.100
C -10.45 -2.75 -1.38 0.360
Cl -12.12 -2.26 -1.65 -0.098
Cl -10.33 -3.64 0.14 -0.094
Cl -9.42 -1.31 -1.30 -0.081
Cl -16.41 3.38 4.59 -0.102
C -14.87 2.88 5.30 0.310
Cl -14.55 3.84 6.75 -0.099
Cl -14.95 1.17 5.74 -0.103
Cl -13.57 3.12 4.13 -0.006
```

(3)
Molecular formula: C4H4ClN3O2
Method: DFT, ωB97M-V/def2-TZVPD

HOMO-LUMO gap ... 9.271 eV
E ... -929.76036 Ha
ΔE to the lowest compared entry with this formula, charge and spin ... 0.00 kcal/mol
HOMO energy ... -9.194 eV

Geometry as XYZ:
```
14
Properties=species:S:1:pos:R:3:mulliken_charge:R:1
N 1.61 0.36 1.73 -0.799
N 0.62 0.24 0.67 0.249
C 1.03 0.37 -0.67 -0.202
C 0.14 0.10 -1.72 0.156
Cl 0.66 0.15 -3.39 -0.153
C -1.25 -0.21 -1.34 0.430
O -2.09 -0.43 -2.19 -0.616
N -1.61 -0.36 -0.02 -0.093
C -0.65 -0.28 0.94 0.409
O -1.02 -0.50 2.08 -0.635
H 1.43 -0.41 2.41 0.293
H 1.54 1.26 2.19 0.256
H 2.08 0.55 -0.86 0.437
H -2.47 -0.84 0.19 0.268
```

(4)
Molecular formula: C9H36N17O12
Method: DFT, ωB97M-V/def2-TZVPD

HOMO-LUMO gap ... 9.355 eV
E ... -2198.56413 Ha
ΔE to the lowest compared entry with this formula, charge and spin ... 31.65 kcal/mol
Net charge ... -1
HOMO energy ... -7.243 eV

Geometry as XYZ:
```
74
Properties=species:S:1:pos:R:3:mulliken_charge:R:1
N -0.77 -0.11 0.44 0.376
O -1.30 0.72 1.17 -0.503
O -0.77 0.00 -0.80 -0.176
O -0.24 -1.14 0.95 -0.405
C -3.87 2.36 -1.08 -0.615
O -2.58 2.63 -0.63 -0.371
H -4.59 2.24 -0.27 0.225
H -4.23 3.20 -1.68 0.258
H -3.87 1.53 -1.80 0.222
H -2.24 1.80 -0.26 0.139
C 1.69 -4.45 2.89 0.567
O 1.47 -4.22 4.06 -0.613
N 2.40 -5.57 2.48 -0.410
N 1.31 -3.73 1.78 -0.113
H 2.58 -5.67 1.51 0.136
H 2.61 -6.31 3.14 0.226
H 1.76 -4.00 0.93 0.182
H 0.85 -2.87 2.01 0.034
C -3.23 3.31 3.24 0.582
O -3.98 4.01 3.92 -0.683
N -1.95 3.66 2.95 -0.369
N -3.53 2.07 2.76 -0.254
H -1.83 4.65 2.86 0.202
H -1.37 3.01 2.44 0.221
H -2.85 1.53 2.27 0.192
H -4.49 1.76 2.72 0.196
C -0.48 -3.98 -1.61 0.392
O -0.48 -5.10 -2.11 -0.693
N -1.06 -3.60 -0.45 -0.182
N 0.08 -2.88 -2.24 -0.280
H -1.42 -4.28 0.20 0.276
H -0.55 -2.82 -0.07 0.036
H -0.12 -1.97 -1.85 0.193
H 0.62 -3.10 -3.06 0.151
C 4.11 -0.39 0.45 0.557
O 4.37 -1.55 0.72 -0.644
N 4.96 0.53 -0.13 -0.394
N 3.00 0.29 0.84 -0.145
H 4.79 1.51 -0.27 0.187
H 5.92 0.23 -0.20 0.221
H 2.13 -0.17 1.09 0.008
H 3.14 1.25 1.13 0.176
C 1.20 4.03 0.45 0.601
O 2.01 3.47 1.17 -0.684
N 0.44 3.27 -0.39 -0.115
N 0.94 5.35 0.29 -0.430
H 0.63 2.31 -0.63 -0.068
H -0.49 3.61 -0.56 0.303
H 0.39 5.62 -0.50 0.174
H 1.50 6.01 0.79 0.240
C 2.49 1.49 -3.40 0.461
O 2.32 2.40 -4.20 -0.703
N 1.56 1.09 -2.51 0.073
N 3.69 0.83 -3.31 -0.316
H 0.66 1.50 -2.72 0.064
H 1.81 0.30 -1.94 -0.013
H 4.55 1.05 -3.77 0.199
H 3.69 -0.03 -2.80 0.147
C -1.38 -2.73 4.17 0.624
O -1.45 -3.51 5.11 -0.679
N -1.27 -1.38 4.25 -0.344
N -1.54 -3.14 2.88 -0.268
H -1.14 -1.03 5.18 0.185
H -1.13 -0.85 3.40 0.187
H -1.51 -2.46 2.14 0.060
H -1.38 -4.09 2.59 0.227
C -1.95 0.74 -4.52 0.573
O -2.90 1.50 -4.58 -0.629
N -1.70 -0.12 -3.48 -0.214
N -1.07 0.48 -5.52 -0.379
H -2.28 0.02 -2.67 0.000
H -1.28 -1.04 -3.49 0.233
H -1.10 1.06 -6.34 0.218
H -0.29 -0.16 -5.50 0.166
```